# 1
Density functional theory data (ωB97M-V with the def2-TZVPD basis set) for a cluster of 12 separate species, C96H207N11O13 in total.

Cartesian coordinates (Å):
C -25.09 -11.52 -9.89
C -24.37 -12.82 -10.32
C -23.42 -12.50 -11.51
C -23.51 -13.39 -9.17
C -23.08 -14.81 -9.39
C -24.38 -15.59 -9.48
C -25.18 -15.26 -10.72
C -24.55 -15.67 -12.02
C -26.53 -15.96 -10.54
N -25.46 -13.79 -10.52
O -26.19 -13.45 -11.68
H -24.41 -10.79 -9.57
H -25.65 -11.10 -10.69
H -25.72 -11.78 -8.96
H -22.53 -13.17 -11.56
H -23.91 -12.41 -12.47
H -22.90 -11.56 -11.22
H -22.55 -12.79 -9.12
H -23.98 -13.29 -8.22
H -22.32 -14.98 -10.20
H -22.56 -15.11 -8.51
H -25.06 -15.32 -8.68
H -24.12 -16.64 -9.25
H -23.51 -15.22 -12.10
H -25.14 -15.40 -12.94
H -24.47 -16.76 -12.04
H -26.43 -17.03 -10.34
H -27.16 -15.92 -11.48
H -27.12 -15.51 -9.73
H -27.09 -13.39 -11.29
C -16.19 -19.26 -16.52
C -16.05 -17.76 -16.69
C -15.36 -17.52 -18.07
C -17.38 -16.95 -16.63
C -17.89 -16.88 -15.22
C -16.90 -16.19 -14.25
C -15.55 -16.89 -14.25
C -14.46 -16.03 -13.66
C -15.60 -18.17 -13.41
N -15.11 -17.15 -15.67
O -13.87 -17.73 -15.73
H -16.81 -19.68 -17.35
H -15.21 -19.74 -16.56
H -16.65 -19.57 -15.60
H -14.94 -16.52 -18.16
H -14.50 -18.28 -18.10
H -15.99 -17.78 -18.97
H -17.16 -15.94 -17.13
H -18.03 -17.57 -17.24
H -18.83 -16.42 -15.22
H -18.17 -17.86 -14.87
H -17.10 -16.22 -13.19
H -16.68 -15.16 -14.57
H -14.31 -15.10 -14.34
H -13.55 -16.58 -13.67
H -14.67 -15.64 -12.65
H -16.43 -18.76 -13.63
H -15.58 -17.89 -12.31
H -14.71 -18.80 -13.47
H -13.95 -18.69 -15.47
C -20.98 -27.21 -12.26
C -21.59 -26.55 -10.99
C -20.43 -26.36 -10.02
C -22.18 -25.26 -11.37
C -22.78 -24.50 -10.27
C -23.98 -25.37 -9.80
C -23.57 -26.75 -9.40
C -22.92 -26.83 -7.94
C -24.89 -27.69 -9.29
N -22.81 -27.37 -10.47
O -22.27 -28.61 -9.97
H -20.35 -26.46 -12.80
H -20.30 -27.99 -11.95
H -21.74 -27.66 -12.86
H -19.51 -26.26 -10.58
H -20.53 -25.52 -9.37
H -20.29 -27.29 -9.48
H -21.34 -24.63 -11.92
H -22.93 -25.48 -12.09
H -22.02 -24.32 -9.48
H -23.09 -23.44 -10.54
H -24.63 -25.38 -10.71
H -24.45 -24.72 -9.04
H -21.85 -26.81 -7.90
H -23.28 -27.71 -7.42
H -23.39 -26.00 -7.37
H -24.62 -28.59 -8.81
H -25.23 -27.89 -10.28
H -25.67 -27.09 -8.79
H -22.55 -29.27 -10.64
C -20.73 -16.46 -5.50
C -19.73 -16.16 -4.40
C -20.69 -15.95 -3.21
C -18.93 -17.48 -4.10
C -17.79 -17.69 -5.11
C -16.95 -16.42 -5.16
C -17.70 -15.13 -5.49
C -16.72 -13.96 -5.25
C -18.06 -15.16 -6.99
N -18.83 -15.00 -4.56
O -19.53 -13.83 -4.76
H -21.50 -17.14 -5.17
H -21.28 -15.60 -5.91
H -20.28 -16.80 -6.46
H -20.08 -15.38 -2.41
H -21.57 -15.35 -3.59
H -20.98 -16.92 -2.74
H -18.52 -17.41 -3.07
H -19.62 -18.26 -4.04
H -17.17 -18.55 -4.83
H -18.19 -17.95 -6.10
H -16.03 -16.52 -5.80
H -16.54 -16.23 -4.15
H -15.93 -13.99 -6.03
H -16.38 -13.81 -4.22
H -17.24 -12.98 -5.50
H -18.43 -16.12 -7.33
H -17.15 -14.89 -7.42
H -18.70 -14.36 -7.39
H -20.03 -13.85 -5.59
C -15.91 -25.33 -17.88
C -16.53 -24.21 -16.92
C -15.74 -22.89 -17.11
C -18.03 -24.00 -17.37
C -18.84 -23.28 -16.31
C -18.85 -23.84 -14.94
C -17.42 -24.25 -14.54
C -16.65 -23.03 -13.97
C -17.57 -25.26 -13.37
N -16.68 -24.88 -15.63
O -15.25 -25.09 -15.16
H -15.95 -25.07 -18.90
H -14.85 -25.43 -17.58
H -16.35 -26.31 -17.65
H -16.21 -22.01 -16.60
H -14.67 -22.93 -16.88
H -15.90 -22.61 -18.21
H -18.07 -23.54 -18.36
H -18.49 -24.98 -17.58
H -18.48 -22.19 -16.27
H -19.86 -23.16 -16.68
H -19.42 -24.75 -14.99
H -19.29 -23.12 -14.25
H -17.20 -22.73 -13.10
H -16.58 -22.21 -14.66
H -15.67 -23.36 -13.58
H -18.00 -26.20 -13.76
H -18.33 -24.91 -12.67
H -16.68 -25.51 -12.80
H -15.23 -26.02 -14.91
C -29.19 -19.15 -11.74
C -28.51 -20.37 -12.49
C -29.44 -21.21 -13.34
C -27.40 -19.80 -13.37
C -26.54 -20.97 -13.90
C -25.86 -21.75 -12.80
C -26.77 -22.25 -11.73
C -27.35 -23.63 -12.16
C -25.98 -22.44 -10.45
N -27.77 -21.17 -11.49
O -28.76 -21.66 -10.61
H -29.76 -18.63 -12.55
H -30.00 -19.37 -11.01
H -28.41 -18.56 -11.25
H -29.00 -22.04 -13.81
H -30.24 -21.62 -12.79
H -29.92 -20.54 -14.12
H -27.82 -19.31 -14.23
H -26.73 -19.18 -12.75
H -27.22 -21.71 -14.41
H -25.78 -20.60 -14.61
H -25.26 -20.97 -12.33
H -25.22 -22.60 -13.05
H -28.32 -23.85 -11.72
H -26.67 -24.41 -11.77
H -27.30 -23.73 -13.22
H -26.65 -22.88 -9.73
H -25.68 -21.43 -10.16
H -25.11 -23.08 -10.53
H -28.61 -21.22 -9.76
C -16.33 -23.27 -7.04
C -17.46 -23.79 -7.90
C -16.93 -23.99 -9.35
C -17.93 -25.12 -7.29
C -18.65 -24.96 -5.93
C -19.84 -24.04 -6.00
C -19.45 -22.71 -6.78
C -20.82 -22.16 -7.34
C -18.83 -21.73 -5.66
N -18.65 -22.90 -7.96
O -18.27 -21.56 -8.34
H -16.09 -22.25 -7.31
H -16.54 -23.25 -6.00
H -15.41 -23.81 -7.22
H -16.05 -24.72 -9.48
H -17.81 -24.23 -10.01
H -16.55 -23.07 -9.76
H -18.54 -25.69 -8.05
H -17.01 -25.70 -7.17
H -19.06 -25.91 -5.52
H -17.90 -24.62 -5.21
H -20.17 -23.77 -4.94
H -20.57 -24.62 -6.59
H -21.69 -22.17 -6.66
H -21.06 -22.75 -8.20
H -20.80 -21.14 -7.70
H -18.27 -20.91 -6.15
H -18.21 -22.33 -5.03
H -19.60 -21.18 -5.09
H -18.76 -21.46 -9.17
C -19.47 -22.55 -11.29
C -19.80 -21.07 -11.62
C -19.19 -20.67 -13.07
C -21.25 -20.97 -11.57
C -21.80 -19.57 -11.47
C -21.19 -18.93 -10.28
C -19.66 -18.93 -10.27
C -19.14 -17.91 -11.25
C -19.17 -18.55 -8.94
N -19.16 -20.26 -10.58
O -17.73 -20.20 -10.88
H -20.05 -22.79 -10.37
H -18.39 -22.69 -11.25
H -19.90 -23.27 -11.98
H -19.65 -21.29 -13.82
H -18.09 -20.78 -13.13
H -19.66 -19.73 -13.32
H -21.64 -21.43 -12.51
H -21.62 -21.50 -10.68
H -22.86 -19.73 -11.27
H -21.85 -19.03 -12.42
H -21.63 -19.50 -9.42
H -21.60 -17.90 -10.03
H -18.05 -17.96 -11.23
H -19.49 -18.05 -12.30
H -19.36 -16.86 -11.02
H -19.43 -19.31 -8.20
H -18.07 -18.43 -8.86
H -19.65 -17.64 -8.55
H -17.28 -20.67 -10.15
C -14.50 -20.06 -8.58
C -14.10 -18.69 -9.09
C -13.35 -18.86 -10.44
C -15.40 -17.85 -9.12
C -15.23 -16.35 -9.27
C -14.29 -15.83 -8.19
C -12.97 -16.59 -8.00
C -11.98 -16.19 -9.15
C -12.38 -16.29 -6.61
N -13.27 -18.06 -8.04
O -11.97 -18.65 -8.10
H -15.22 -20.53 -9.23
H -13.75 -20.85 -8.77
H -14.89 -20.02 -7.51
H -13.76 -19.79 -10.91
H -13.39 -18.04 -11.13
H -12.29 -19.12 -10.30
H -16.02 -18.30 -9.97
H -16.00 -18.07 -8.21
H -14.68 -16.19 -10.24
H -16.18 -15.83 -9.24
H -14.73 -15.63 -7.15
H -14.01 -14.83 -8.43
H -11.86 -15.04 -9.11
H -12.34 -16.32 -10.20
H -11.05 -16.69 -9.00
H -12.30 -15.19 -6.47
H -11.39 -16.81 -6.58
H -13.06 -16.70 -5.85
H -11.83 -19.26 -7.38
C -22.43 -26.63 -16.62
C -23.32 -25.52 -16.19
C -24.43 -26.08 -15.26
C -22.42 -24.53 -15.42
C -23.09 -23.16 -15.14
C -23.52 -22.52 -16.46
C -24.42 -23.47 -17.32
C -25.88 -23.51 -16.82
C -24.42 -22.88 -18.75
N -23.77 -24.80 -17.38
O -24.48 -25.65 -18.22
H -21.62 -26.32 -17.31
H -21.90 -26.99 -15.78
H -22.93 -27.48 -17.09
H -25.08 -26.75 -15.80
H -23.99 -26.87 -14.58
H -24.95 -25.37 -14.65
H -22.17 -24.94 -14.45
H -21.54 -24.33 -15.98
H -23.91 -23.28 -14.46
H -22.34 -22.46 -14.68
H -22.59 -22.34 -17.02
H -24.01 -21.53 -16.27
H -26.34 -22.51 -16.64
H -25.96 -24.00 -15.85
H -26.57 -24.04 -17.44
H -23.37 -22.74 -19.02
H -24.84 -21.82 -18.72
H -24.98 -23.51 -19.43
H -25.41 -25.76 -17.90
C -20.44 -19.54 -17.00
O -21.74 -19.73 -16.47
C -22.16 -18.57 -15.78
C -23.69 -18.66 -15.59
C -24.42 -18.39 -16.91
N -24.17 -17.66 -14.58
H -20.19 -20.35 -17.73
H -19.65 -19.53 -16.25
H -20.47 -18.64 -17.55
H -21.62 -18.42 -14.78
H -21.90 -17.69 -16.38
H -23.87 -19.69 -15.22
H -24.29 -17.38 -17.25
H -25.49 -18.50 -16.79
H -24.16 -19.04 -17.83
H -23.66 -16.81 -14.70
H -25.15 -17.55 -14.69
O -19.89 -12.63 -10.40
C -18.55 -12.81 -10.43
C -18.26 -14.29 -10.85
O -19.06 -14.55 -11.92
H -20.08 -11.67 -10.41
H -18.08 -12.24 -11.28
H -18.16 -12.63 -9.38
H -18.48 -15.04 -10.07
H -17.18 -14.31 -11.13
H -19.94 -14.21 -11.63

Summary:
Largest force on an atom ... 4.49 eV Å⁻¹
LUMO ... 0.3 eV
SMILES string ... CC1(C)CCCC(C)(C)N1O.CC1(C)CCCC(C)(C)N1O.CC1(C)CCCC(C)(C)N1O.CC1(C)CCCC(C)(C)N1O.CC1(C)CCCC(C)(C)N1O.CC1(C)CCCC(C)(C)N1O.CC1(C)CCCC(C)(C)N1O.CC1(C)CCCC(C)(C)N1O.CC1(C)CCCC(C)(C)N1O.CC1(C)CCCC(C)(C)N1O.COC[C@H](C)N.OCCO
Multiplicity ... 1
Frontier orbital gap ... 8.550 eV

# 2
Density functional theory data (ωB97M-V with the def2-TZVPD basis set) for an isolated molecule of C3H3N3O.

Cartesian coordinates (Å):
N 2.09 0.11 0.91
C 1.31 0.76 0.23
N 0.49 1.38 -0.46
N -0.10 0.52 -1.39
C -0.84 -0.39 -0.87
C -1.44 -0.43 0.51
O -1.51 0.51 1.26
H 3.05 0.13 0.59
H -1.13 -1.18 -1.55
H -1.92 -1.40 0.75

Summary:
Largest force on an atom ... 0.67 eV Å⁻¹
LUMO ... -0.7 eV
SMILES string ... N=C=N/N=C\C=O
Multiplicity ... 1
Relative energy (zero: lowest compared OMol25 entry of this formula, charge and spin) ... 325.6 kJ/mol
Frontier orbital gap ... 8.912 eV

# 3
Density functional theory data (ωB97M-V with the def2-TZVPD basis set) for a cluster of 2 separate species, C10H13O3 in total.

Cartesian coordinates (Å):
C -3.07 0.12 1.15
C -2.85 -0.76 2.37
C -2.13 1.32 1.18
O -1.66 1.76 2.20
O -1.79 1.89 0.01
H -2.66 -0.29 0.19
H -4.09 0.19 0.79
H -2.86 -0.07 3.21
H -1.92 -1.30 2.35
H -3.77 -1.33 2.55
C 4.01 -0.01 -0.25
C 0.65 -1.49 -1.22
C -0.15 -0.35 -1.59
C 1.98 -1.35 -0.87
C 2.62 -0.09 -0.82
C 0.55 0.87 -1.69
C 1.92 0.94 -1.44
O -1.44 -0.40 -1.66
H 0.07 -2.39 -1.27
H 2.54 -2.24 -0.60
H 0.12 1.78 -2.08
H -1.60 1.19 -0.67
H 4.27 -0.91 0.29
H 4.04 0.78 0.52
H 2.41 1.88 -1.69
H 4.79 0.26 -0.96

Summary:
Largest force on an atom ... 2.69 eV Å⁻¹
LUMO ... 3.6 eV
Multiplicity ... 1
Relative energy (zero: lowest compared OMol25 entry of this formula, charge and spin) ... 120.1 kJ/mol
Frontier orbital gap ... 6.858 eV
Net charge ... -1

# 4
Density functional theory data (ωB97M-V with the def2-TZVPD basis set) for a structure of composition C40H16Br2F15GeHgIN3OS.

Cartesian coordinates (Å):
Hg -1.15 1.90 1.13
Br -5.88 -2.71 5.18
C -4.89 -1.69 3.89
C -5.38 -1.56 2.60
C -4.64 -0.85 1.68
C -3.39 -0.25 1.99
O -2.74 0.33 1.04
C -2.92 -0.37 3.35
C -1.71 0.20 3.89
N -0.77 0.86 3.24
C 0.37 1.27 3.87
C 0.70 0.99 5.22
C 1.90 1.38 5.78
C 2.84 2.09 5.06
C 2.57 2.44 3.72
C 3.46 3.19 2.93
C 3.14 3.52 1.63
C 1.92 3.09 1.13
N 1.06 2.38 1.84
C 1.34 2.04 3.11
C -3.70 -1.11 4.26
H -6.33 -2.01 2.33
H -5.00 -0.72 0.66
H -1.60 0.03 4.96
H 0.00 0.44 5.84
H 2.10 1.13 6.82
H 3.79 2.39 5.50
H 4.41 3.50 3.37
H 3.80 4.11 1.01
H 1.61 3.33 0.11
H -3.34 -1.22 5.28
C -1.82 -3.17 2.03
C -0.55 -2.42 1.76
C 0.70 -3.03 1.75
C 1.85 -2.28 1.53
C 1.67 -0.92 1.33
Br 3.20 0.19 1.11
N 0.51 -0.32 1.29
C -0.58 -1.05 1.50
H -1.63 -4.23 2.14
H -2.53 -3.03 1.22
H -2.30 -2.80 2.94
H 0.78 -4.10 1.92
H 2.83 -2.73 1.50
H -1.52 -0.52 1.44
F 2.27 -1.55 -1.81
C 2.86 -0.38 -2.12
C 2.10 0.68 -2.55
C 2.79 1.87 -2.76
F 2.13 2.97 -3.14
C 4.16 1.98 -2.59
F 4.79 3.13 -2.82
C 4.88 0.87 -2.20
F 6.21 0.95 -2.04
C 4.23 -0.32 -1.94
F 4.92 -1.39 -1.53
Ge 0.09 0.68 -2.65
S -0.72 2.17 -1.39
C -0.38 -1.26 -2.76
C 0.19 -2.05 -3.74
F 1.09 -1.52 -4.58
C -0.11 -3.39 -3.88
F 0.46 -4.13 -4.85
C -1.02 -3.97 -3.02
F -1.32 -5.27 -3.15
C -1.63 -3.21 -2.04
F -2.51 -3.79 -1.22
C -1.31 -1.87 -1.93
F -1.93 -1.16 -0.99
C -0.45 1.17 -4.52
C -1.81 1.08 -4.79
F -2.63 0.57 -3.87
C -2.37 1.48 -5.99
F -3.68 1.37 -6.22
C -1.54 1.99 -6.98
F -2.06 2.38 -8.15
C -0.18 2.08 -6.76
F 0.61 2.55 -7.73
C 0.34 1.66 -5.55
F 1.68 1.71 -5.41
I -2.35 4.22 1.79

Summary:
Largest force on an atom ... 1.60 eV Å⁻¹
Expectation value of S² ... 0.810
LUMO (alpha / beta) ... 3.7 / 3.7 eV
Multiplicity ... 2
Frontier orbital gap (alpha / beta) ... 3.761 / 5.965 eV
Net charge ... -2

# 5
Density functional theory data (ωB97M-V with the def2-TZVPD basis set) for a structure of composition C10H9IrN2O5.

Cartesian coordinates (Å):
O -2.78 -2.02 0.70
C -1.96 -1.76 -0.08
Ir -0.36 -1.27 -1.64
C 1.15 -0.48 -2.58
O 1.94 -0.24 -3.41
C -0.09 -2.37 -3.36
O -0.43 -3.14 -4.17
C -1.53 0.29 -2.23
O -2.09 1.20 -2.63
C 0.76 -2.54 -0.56
O 1.49 -3.26 -0.02
H -1.86 -2.01 -1.58
C -1.25 1.82 3.16
C -0.43 1.34 2.04
C 0.89 1.53 1.73
C 1.17 0.81 0.57
N 0.03 0.21 0.18
N -0.92 0.56 1.06
C 2.48 0.76 -0.11
H -0.76 1.57 4.12
H -1.34 2.92 3.13
H -2.26 1.40 3.17
H 1.59 2.12 2.28
H -1.92 0.29 1.01
H 2.67 1.71 -0.62
H 3.25 0.63 0.66
H 2.57 -0.06 -0.83

Summary:
Largest force on an atom ... 9.01 eV Å⁻¹
Expectation value of S² ... 8.778
LUMO (alpha / beta) ... -11.9 / -16.9 eV
Multiplicity ... 6
Relative energy (zero: lowest compared OMol25 entry of this formula, charge and spin) ... 125.0 kJ/mol
Frontier orbital gap (alpha / beta) ... 6.604 / 5.300 eV
Net charge ... +3

Q: Which of these has the lowest largest force on an atom?
A: C3H3N3O

Q: What is the formula in the third record?
A: C10H13O3

Copy entry 5 word for word.
Density functional theory data (ωB97M-V with the def2-TZVPD basis set) for a structure of composition C10H9IrN2O5.

Cartesian coordinates (Å):
O -2.78 -2.02 0.70
C -1.96 -1.76 -0.08
Ir -0.36 -1.27 -1.64
C 1.15 -0.48 -2.58
O 1.94 -0.24 -3.41
C -0.09 -2.37 -3.36
O -0.43 -3.14 -4.17
C -1.53 0.29 -2.23
O -2.09 1.20 -2.63
C 0.76 -2.54 -0.56
O 1.49 -3.26 -0.02
H -1.86 -2.01 -1.58
C -1.25 1.82 3.16
C -0.43 1.34 2.04
C 0.89 1.53 1.73
C 1.17 0.81 0.57
N 0.03 0.21 0.18
N -0.92 0.56 1.06
C 2.48 0.76 -0.11
H -0.76 1.57 4.12
H -1.34 2.92 3.13
H -2.26 1.40 3.17
H 1.59 2.12 2.28
H -1.92 0.29 1.01
H 2.67 1.71 -0.62
H 3.25 0.63 0.66
H 2.57 -0.06 -0.83

Summary:
Largest force on an atom ... 9.01 eV Å⁻¹
Expectation value of S² ... 8.778
LUMO (alpha / beta) ... -11.9 / -16.9 eV
Multiplicity ... 6
Relative energy (zero: lowest compared OMol25 entry of this formula, charge and spin) ... 125.0 kJ/mol
Frontier orbital gap (alpha / beta) ... 6.604 / 5.300 eV
Net charge ... +3

Q: Which value of multiplicity does entry 1 give?
A: 1